Here is 9 unconnected molecules or ions with the total composition C39H93N3O9 from the Open Molecules 2025 dataset. Energies are from ωB97M-V/def2-TZVPD.

```
! RIJCOSX wB97M-V def2-TZVPD def2/J DEFGRID3
* xyz 0 1
O 5.93135 1.70969 -3.66029
O -3.05854 -3.98835 3.47512
O 1.00349 1.94932 2.25022
O -1.34416 0.54255 -1.94244
O -2.41832 -3.25888 -0.41942
O -3.97762 -0.52437 -2.39021
O -0.10793 -1.96926 -1.17611
O -7.24905 1.01194 4.49010
O 3.92654 -5.51118 -2.69934
N 1.15167 3.26306 1.82738
N 6.27663 0.33444 -3.80133
N -6.20216 1.04658 3.54374
C 6.53394 -2.35049 -5.20413
C -3.77145 1.39208 3.34478
C -6.11000 -1.58772 3.63882
C 5.10549 -0.47486 -3.98015
C -4.98762 1.59398 4.20399
C -5.28259 3.09721 4.30595
C 0.83033 4.33993 4.18499
C -4.06363 -4.89712 -0.69605
C 2.50417 3.54250 1.35144
C 0.85360 -1.49966 -0.28544
C 0.33258 4.23896 2.71516
C -6.10169 -0.78601 -3.47312
C -7.38638 -0.15395 1.67389
C 7.36278 0.22771 -4.82535
C -1.23040 2.87829 -1.74674
C -4.77433 0.99918 5.65312
C -0.76743 -4.68954 3.69132
C 2.98500 -6.07980 -1.82974
C 4.18287 -0.34481 -2.72862
C -3.60158 0.09162 2.65798
C 2.92812 2.67487 0.08042
C 1.82122 6.02219 1.74258
C 5.52575 -1.97788 -4.07518
C -1.83089 -3.61450 3.92620
C -6.19039 -0.28456 2.75264
C 3.55043 3.53251 2.45503
C -5.00324 -1.47219 -2.70045
C -0.43078 1.51261 -1.97703
C 4.21109 -0.08950 -5.17195
C 7.74710 -1.30632 -5.15757
C 2.44982 5.00987 0.77336
C 8.74952 0.76889 -4.12965
C -4.84568 -0.24065 1.89186
C 0.39810 5.59309 2.13231
C 2.05492 -4.96249 -1.22083
C 7.17625 0.97747 -6.20720
C -1.16443 3.81041 2.78611
C 0.15952 -1.11111 0.93370
C -2.62088 -4.56807 -0.18303
H 1.77117 6.92624 1.13571
H 6.59147 0.27046 -6.79564
H 8.14488 1.20280 -6.65338
H -0.22118 5.86147 1.27642
H -7.03117 -1.80971 4.17759
H 0.27593 1.44240 -1.15014
H -0.11303 -0.05574 0.93104
H 8.42862 -1.41918 -6.00071
H 3.81124 0.92451 -5.16848
H 0.04374 1.49741 -2.95820
H -0.83408 -5.70700 4.07659
H -8.28519 -0.04611 2.28104
H -5.23157 -1.63936 4.28208
H 3.76598 4.45772 2.98947
H -2.81100 1.53956 3.83866
H -4.81228 -1.22671 1.42854
H 3.41471 5.50539 0.66593
H -1.38419 2.86608 3.28416
H -4.36630 3.58864 4.63309
H 1.35365 -0.64603 -0.74299
H -6.94250 0.39801 5.16146
H -3.43067 -0.58846 3.49248
H -5.45394 -1.94179 -1.82612
H -6.78693 -1.60439 -3.69409
H -3.24975 -0.95025 -1.93151
H 2.53431 -4.06237 -0.83604
H -2.78794 0.00670 1.93764
H -0.74281 -1.65634 1.21052
H -0.43229 3.53545 -1.40140
H -3.77112 1.28101 5.97290
H -1.88635 -5.27292 -0.57259
H 4.70861 -2.69923 -4.08206
H 3.19553 2.81711 3.19687
H 2.42378 -6.82183 -2.39766
H 0.60123 1.52685 1.48779
H -1.57797 3.65895 1.78905
H -7.23661 0.77497 1.12365
H 6.58970 1.92891 -2.99687
H 3.35456 -1.04984 -2.79892
H 6.00237 -2.29381 -6.15404
H 3.43546 -6.67978 -1.03903
H -6.06468 3.32492 5.03024
H 0.15008 4.77365 4.91796
H -2.98068 -4.01521 2.51867
H 2.50850 6.28846 2.54560
H 3.63411 0.59178 -2.82733
H -5.91108 -2.36728 2.90343
H -5.53194 1.29693 6.37801
H 1.44300 -5.33850 -0.40089
H -1.96251 0.69812 -2.66011
H -1.66641 3.21196 -2.68837
H -1.89348 -3.46890 5.00463
H 8.74989 1.74782 -3.65028
H -3.80157 2.06522 2.48800
H -4.54915 -2.14346 -3.42934
H -1.47423 -3.08896 -0.45715
H -2.05203 2.85942 -1.03075
H 8.47168 -1.69240 -4.44060
H -2.62311 -4.77721 0.88671
H 2.92193 1.60286 0.27754
H 1.37127 -4.48287 -1.92132
H 1.77801 4.87115 4.27330
H -4.45146 -5.72106 -0.09703
H -4.95153 -0.07386 5.58039
H 1.84157 4.99689 -0.13106
H -5.67775 -0.48499 -4.43112
H -4.68578 -4.00927 -0.58314
H 6.62056 1.90681 -6.08208
H 6.01336 -2.26353 -3.14311
H -4.97558 0.45436 1.06229
H -0.73733 -1.25757 -1.31373
H -6.54540 0.02479 -2.89535
H 2.24998 2.62345 -0.77139
H 0.84100 -1.19480 1.78027
H -1.69822 4.60857 3.30196
H 3.95960 2.74072 -0.26573
H 9.15274 0.20914 -3.28573
H 1.60932 -2.25699 -0.07703
H -3.99154 -5.13536 -1.75724
H 9.50608 0.78446 -4.91417
H 4.43185 3.09897 1.98255
H 4.62428 0.01318 -6.17537
H 3.54486 -5.00394 -3.41950
H -7.49422 -0.94947 0.93659
H 6.95724 -3.34612 -5.07139
H -1.57527 -2.62087 3.55817
H -0.01334 6.31712 2.83558
H 4.62339 -0.54784 -1.75249
H 0.19964 -4.29630 4.00475
H -5.70092 3.56142 3.41287
H 3.36446 -0.77543 -5.20019
H 0.95217 3.33376 4.58610
H -0.80057 -4.95129 2.63374
*
```

Properties
SMILES: CC1(C)CCCC(C)(C)N1O.CC1(C)CCCC(C)(C)N1O.CC1(C)CCCC(C)(C)N1O.CCO.CCO.CCO.CCO.CCO.CCO
LUMO level in eV: 0.5

Here is a single C4H7NO2 molecule from the Open Molecules 2025 dataset. Energies are from ωB97M-V/def2-TZVPD.

```
! RIJCOSX wB97M-V def2-TZVPD def2/J DEFGRID3
* xyz 0 1
O 2.31297 -0.75706 0.09000
O -2.25671 -0.86345 0.17883
N 0.02002 -0.70891 0.13610
C 1.22803 -1.25480 -0.10642
C -0.15592 1.63341 -0.43539
C 0.06411 0.64477 0.69483
C -1.20542 -1.32990 -0.12364
H 1.18279 -2.33498 -0.36702
H -1.11664 -2.33546 -0.66861
H -1.17728 1.66039 -0.81359
H 0.61489 1.40936 -1.19243
H -0.67819 0.78669 1.46109
H 1.03597 0.76869 1.18455
H 0.13139 2.68125 -0.03831
*
```

Properties
SMILES: CCN(C=O)C=O
LUMO level in eV: 0.9

Here is 4 unconnected molecules or ions with the total composition C24H16O8 from the Open Molecules 2025 dataset. Energies are from ωB97M-V/def2-TZVPD.

```
! RIJCOSX wB97M-V def2-TZVPD def2/J DEFGRID3
* xyz 0 1
O 1.03703 -5.03228 3.15392
O 0.53099 0.65607 3.25114
O 1.31670 10.46510 0.42358
O -3.76377 -5.18863 0.81147
O 1.04830 6.98780 -3.35941
O 2.04882 0.30919 -1.92580
O -1.97828 -0.71641 -1.03248
O 0.20616 -7.91198 -1.25146
C -0.56286 -6.00411 1.65601
C 1.64470 10.13941 -1.81564
C 0.93510 9.85058 -0.55514
C 1.68372 9.28697 -2.84301
C -0.02535 7.89060 -1.44470
C -3.13987 -4.18866 0.51099
C 0.95041 -0.64449 1.30960
C -0.73361 -6.70420 0.55128
C -2.44687 -1.82270 0.96636
C 1.03332 1.83516 1.19833
C 0.79935 -5.73835 2.18320
C 0.93591 7.99647 -2.64975
C -3.02879 -2.95145 1.38056
C 1.64181 0.44308 -0.79753
C 1.70334 -7.19109 0.40085
C 1.40711 1.74930 -0.07792
C -2.06674 -2.98065 -1.35609
C 0.37959 -7.35340 -0.19406
C -2.09034 -1.77775 -0.45216
C 1.86991 -6.45886 1.45321
C 0.83920 0.69402 2.05103
C -0.07882 8.78843 -0.50782
C 1.18096 -0.74343 0.01768
C -2.65909 -4.08851 -0.95300
H 2.55681 -7.53758 -0.15410
H -1.75306 -6.71487 -0.00315
H 2.19399 9.39616 -3.76064
H 2.31655 11.00023 -1.75468
H -2.34800 -0.94005 1.64752
H 2.79177 -6.32625 2.01112
H -3.26089 -3.08899 2.44604
H 1.01635 2.78757 1.70169
H -1.85933 -2.88718 -2.40292
H -1.35249 -5.45709 2.16262
H -2.91488 -4.95571 -1.57323
H 1.54077 2.59948 -0.67116
H 1.08080 -1.65173 -0.60988
H 0.65310 -1.43945 1.98212
H -0.56107 6.96364 -1.47606
H -0.71842 8.65658 0.35146
*
```

Properties
SMILES: O=C1C=CC(=O)C=C1.O=C1C=CC(=O)C=C1.O=C1C=CC(=O)C=C1.O=C1C=CC(=O)C=C1
LUMO level in eV: -1.7

Here is a molecular structure, C55H42ClN3O8P2S3Sn from the Open Molecules 2025 dataset. Energies are from ωB97M-V/def2-TZVPD.

```
! RIJCOSX wB97M-V def2-TZVPD def2/J DEFGRID3
* xyz -2 1
Sn -1.12128 -0.31616 -0.41856
Cl -5.58819 3.05894 5.50843
S -3.31343 -1.21786 0.90699
S 1.91624 1.22113 -1.50806
S 2.46767 -1.19399 1.69569
P 1.52932 2.52672 -0.07880
P 2.49438 0.72124 2.16504
O -2.39958 -7.82778 0.82805
O -0.30300 0.03451 2.72336
O -0.88300 -4.20379 -2.19131
O -1.93620 -7.71721 2.92253
O -2.44820 0.45350 -1.90702
O -3.74831 1.52229 -3.35235
O -0.78923 -2.17555 -1.27665
O 0.09697 2.18303 2.18983
N -1.95479 -7.24301 1.79661
N -4.23204 -3.01628 -1.09187
N -2.46097 1.69477 -5.78415
C -2.15809 0.32982 -5.48755
C -0.24480 2.76482 -5.21951
C 3.68925 5.91936 0.78482
C -0.27528 5.18779 -4.95573
C -2.45504 0.87625 4.34390
C 1.83875 3.96964 -4.45340
C -1.61521 5.21562 -5.31595
C 5.87884 3.03784 1.82896
C -0.86877 -5.23629 2.70933
C -0.33128 -3.39747 1.25918
C 2.47898 0.94466 3.98890
C -1.66083 -2.37219 -5.00023
C -2.40740 4.75743 -1.00111
C -1.61457 2.79509 -5.52911
C 6.04274 1.28502 0.19540
C 4.58835 5.02618 -1.25204
C -2.39707 2.94275 3.11099
C 6.57321 2.41483 0.79975
C -1.44813 -1.84074 -6.26481
C -0.85895 -3.47214 -1.21871
C -0.32722 -3.97932 2.52166
C -0.60616 1.19921 2.73564
C -1.39578 -5.34370 0.33880
C -2.26905 4.03719 -5.59260
C -1.65703 5.13334 0.11014
C 2.44769 1.23618 6.76464
C 3.69117 3.96533 -1.18321
C -3.55643 3.35848 3.74591
C -0.02784 3.43174 -0.40462
C -2.90520 0.66325 -3.09319
C 2.77810 0.01403 6.19351
C 2.13227 2.31337 5.94897
C 2.80857 4.85348 0.85863
C -0.48153 4.46885 0.41426
C 2.15298 2.16964 4.56740
C 4.82537 0.77059 0.62211
C 1.41206 1.99394 1.60158
C -1.71150 -0.50076 -6.50743
C -4.13719 2.52875 4.68996
C 4.65501 2.53440 2.24105
C -0.77852 3.07405 -1.51621
C -1.39249 -5.89504 1.60460
C 2.78554 3.87621 -0.13576
C -3.85389 -2.27837 -0.28069
C -3.60598 1.28858 4.99667
C -1.97187 3.72448 -1.81123
C 0.39999 3.97769 -4.90358
C 2.78578 -0.13251 4.81395
C -1.84031 1.70597 3.41545
C 4.58162 6.01055 -0.27756
C -2.37618 -0.20282 -4.21130
C -0.86212 -4.07235 0.16914
C -2.13332 -1.55380 -3.98661
C 0.57876 1.50025 -5.16597
C 4.12152 1.39482 1.64531
H 4.10312 3.03911 3.02450
H -0.89075 -5.71216 3.67764
H 0.11988 -2.42090 1.13431
H 1.85958 3.26685 6.38602
H 2.12649 4.95586 -4.08753
H 7.52175 2.81844 0.46386
H -2.00131 5.93622 0.75304
H 2.42669 1.34546 7.84266
H -2.55855 3.39896 -2.66012
H 2.51969 3.69691 -5.26568
H 5.27787 6.83948 -0.33389
H 2.15430 4.75557 1.71530
H 0.09915 -3.43606 3.35511
H -3.32253 4.04302 -5.84912
H 4.39926 -0.11189 0.16311
H 6.57309 0.80121 -0.61643
H 1.59937 1.70356 -5.49140
H -0.43395 2.26282 -2.14569
H 0.18644 0.71258 -5.79675
H -2.31539 -1.97165 -3.00678
H -1.45411 -3.41114 -4.77977
H -2.15514 6.15466 -5.35757
H -3.34731 1.89762 -5.33340
H 3.01766 -0.83321 6.82496
H -1.08270 -2.47130 -7.06752
H 6.27980 3.92939 2.29643
H 3.69178 6.67171 1.56528
H -1.80595 -5.87227 -0.50772
H -3.33926 5.26413 -1.22413
H -1.56331 -0.06848 -7.49019
H 1.90188 3.00455 3.92385
H -4.01136 4.31016 3.50739
H 1.99426 3.24846 -3.64692
H -2.02309 -0.09728 4.53626
H -1.93281 3.56723 2.36078
H 0.07105 4.74194 1.30272
H 3.00496 -1.08821 4.35314
H 0.24437 6.10104 -4.69089
H -4.09328 0.65482 5.72475
H 5.29389 5.07747 -2.07306
H 0.64490 1.10609 -4.14790
H 3.68573 3.18995 -1.93950
*
```

Properties
LUMO level in eV: 3.6

Here is 2 unconnected molecules or ions with the total composition C3H10PS3 from the Open Molecules 2025 dataset. Energies are from ωB97M-V/def2-TZVPD.

```
! RIJCOSX wB97M-V def2-TZVPD def2/J DEFGRID3
* xyz 1 3
S -0.87979 1.04946 -2.38361
S -2.08910 -1.57963 -1.07669
S -3.66016 1.29974 -0.27346
P -1.63964 0.45348 -0.47374
C 2.09895 -1.20115 0.21935
C 1.80420 0.23341 0.83995
C 0.57928 0.53114 1.56561
H -0.01526 -0.15343 1.99616
H 1.82764 -2.02373 0.79778
H 1.72225 -1.17839 -0.82213
H -3.29151 2.48484 -0.37620
H 2.07606 0.95998 -0.07640
H -1.57350 0.45423 -3.34593
H -3.03960 -1.66115 -0.12271
H 2.50550 0.15489 1.67809
H 0.39543 1.52579 1.67640
H 3.17924 -1.34949 0.17752
*
```

Properties
LUMO level (spin up / spin down) in eV: -4.8 / -8.7
⟨S²⟩: 2.02

Here is 5 unconnected molecules or ions with the total composition CH12NO4 from the Open Molecules 2025 dataset. Energies are from ωB97M-V/def2-TZVPD.

```
! RIJCOSX wB97M-V def2-TZVPD def2/J DEFGRID3
* xyz 1 1
O 0.89882 -1.72786 -2.19180
O -0.94768 1.31682 4.11704
O -1.15762 -0.41458 1.77268
O 2.85457 0.19870 -2.72609
N -0.42936 0.42258 -0.54197
C -1.72546 0.22874 -0.66310
H 0.17797 -0.41441 -1.01607
H -2.19211 -0.66396 -1.26843
H 2.91925 -0.17525 -3.63813
H -0.03010 1.19790 -0.00858
H 3.65442 0.76084 -2.65615
H -0.73171 2.16770 4.51619
H -1.06390 0.31408 2.38886
H -2.19543 1.01018 0.00442
H 1.81029 -1.39007 -2.30282
H 0.61760 -1.85669 -3.07328
H -1.60618 0.88084 4.73095
H -1.18654 -1.14629 2.32078
*
```

Properties
LUMO level in eV: -4.1

Listing energy relative to the best compared isomer or geometry (same formula, charge and spin) for the structures above in their given order: 103.5, 16.6, 21.0, 0.0, 15.3, 32.7 kcal/mol.